{"formula": "C36H27BrFeN7O2S2Se", "method": "ωB97M-V/def2-TZVPD", "homo_lumo_gap_ha": [0.2452, 0.2570], "total_charge": 2, "s2": 0.98, "total_energy_ha": -8956.92036, "relative_energy_ev": 2.443, "spin_multiplicity": 2, "symbols": ["Fe", "S", "C", "N", "C", "C", "N", "C", "C", "C", "C", "C", "C", "C", "C", "S", "C", "C", "C", "C", "C", "C", "C", "H", "H", "H", "H", "H", "H", "H", "H", "H", "H", "H", "H", "H", "H", "H", "H", "H", "H", "Se", "N", "C", "C", "C", "C", "C", "N", "C", "C", "N", "C", "C", "C", "C", "C", "N", "H", "H", "H", "H", "H", "H", "Br", "C", "C", "C", "C", "C", "N", "C", "O", "O", "H", "H", "H"], "coordinates": [[0.00778, 0.17752, 0.05012], [-1.48418, 1.73326, 1.18735], [-1.01943, 1.93325, 2.79480], [-1.25468, 3.00832, 3.49430], [-0.83584, 3.06904, 4.90291], [-0.99020, 1.71701, 5.53834], [-0.24491, 0.72417, 4.74583], [0.39023, -0.42969, 5.43509], [0.89344, -0.08646, 6.80810], [0.28640, -0.62669, 7.93422], [0.80634, -0.37104, 9.19688], [1.92980, 0.42887, 9.33427], [2.53143, 0.98484, 8.21120], [2.01670, 0.72496, 6.95184], [-0.29773, 0.79052, 3.43954], [0.33641, -0.39062, 2.42764], [-1.94606, 4.20730, 2.97519], [-3.34516, 4.29690, 3.53033], [-3.70070, 5.36832, 4.33952], [-4.99364, 5.46601, 4.83850], [-5.92653, 4.48635, 4.53995], [-5.57383, 3.41146, 3.73172], [-4.28731, 3.31630, 3.22758], [-1.46874, 3.79496, 5.41018], [0.20112, 3.41185, 4.94872], [-2.04243, 1.42404, 5.58509], [-0.58718, 1.72680, 6.54713], [1.21501, -0.76119, 4.80622], [-0.33917, -1.24228, 5.47486], [-0.59040, -1.25465, 7.82852], [0.33709, -0.80320, 10.06994], [2.34338, 0.61549, 10.31578], [3.40950, 1.60699, 8.31859], [2.49623, 1.14756, 6.07481], [-1.94200, 4.15940, 1.88918], [-1.35887, 5.07178, 3.28803], [-2.97538, 6.14038, 4.56961], [-5.26949, 6.30979, 5.45589], [-6.93094, 4.55921, 4.93379], [-6.30604, 2.65439, 3.48639], [-4.02418, 2.48506, 2.58286], [6.06062, 4.26560, -2.38127], [5.92824, 2.74429, -1.47808], [4.65211, 2.50607, -1.31690], [4.13102, 1.32890, -0.62540], [4.93229, 0.32409, -0.08503], [4.32631, -0.74753, 0.54062], [2.93786, -0.79382, 0.61063], [2.16639, 0.15722, 0.09221], [2.75280, 1.20033, -0.51022], [1.84707, 2.18419, -1.05983], [0.54280, 1.94154, -0.87233], [-0.35273, 2.75844, -1.41647], [0.02147, 3.88314, -2.14312], [1.36242, 4.16271, -2.30624], [2.30468, 3.29436, -1.75695], [3.75023, 3.47565, -1.87691], [4.30405, 4.49225, -2.48573], [6.00837, 0.40550, -0.16486], [4.90864, -1.54813, 0.97256], [2.43966, -1.61551, 1.10785], [-1.39312, 2.50464, -1.28235], [-0.74060, 4.51671, -2.57218], [1.70199, 5.03045, -2.85645], [0.43302, -3.62966, 1.73128], [0.70912, -3.24847, -0.09506], [1.25981, -4.26838, -0.85677], [1.44440, -4.05689, -2.20945], [1.01533, -2.86078, -2.75684], [0.45180, -1.92221, -1.92285], [0.33516, -2.06384, -0.58400], [-0.15807, -0.67984, -2.49795], [-0.10268, -0.42584, -3.66691], [-0.79296, 0.02786, -1.58490], [1.52382, -5.20462, -0.38917], [1.88690, -4.82593, -2.82810], [1.08303, -2.64407, -3.81331]], "mulliken_spin": [1.15, -0.07, -0.01, 0.02, 0.00, 0.00, 0.00, 0.00, 0.00, 0.00, 0.00, 0.00, 0.00, 0.00, 0.02, -0.06, 0.00, 0.00, 0.00, 0.00, 0.00, 0.00, 0.00, 0.00, 0.00, 0.00, 0.00, 0.00, 0.00, 0.00, 0.00, 0.00, 0.00, 0.00, 0.00, 0.00, 0.00, 0.00, 0.00, 0.00, 0.00, 0.00, 0.00, 0.00, 0.00, 0.00, 0.00, 0.00, 0.01, 0.00, 0.01, -0.04, 0.00, 0.00, 0.00, -0.01, 0.00, 0.00, 0.00, 0.00, 0.00, 0.00, 0.00, 0.00, 0.00, 0.00, 0.00, 0.00, 0.00, -0.02, 0.00, 0.02, 0.00, -0.02, 0.00, 0.00, 0.00]}

{"formula": "C36H28BF5N6NiS", "method": "ωB97M-V/def2-TZVPD", "homo_lumo_gap_ha": [0.2708, 0.2710], "total_charge": 0, "total_energy_ha": -4147.98271, "symbols": ["Ni", "C", "C", "C", "C", "N", "N", "B", "N", "N", "C", "C", "C", "C", "C", "C", "C", "C", "C", "C", "N", "N", "C", "C", "C", "C", "C", "C", "C", "C", "C", "C", "C", "C", "C", "C", "C", "C", "H", "H", "H", "H", "H", "H", "H", "H", "H", "H", "H", "H", "H", "H", "H", "H", "H", "H", "H", "H", "H", "H", "H", "H", "H", "H", "H", "H", "F", "C", "C", "F", "C", "F", "C", "S", "C", "F", "C", "F"], "coordinates": [[0.00190, -0.08727, 0.32437], [-1.83997, -0.75365, 5.14392], [-1.84293, -0.04564, 3.83247], [-2.62441, 1.00646, 3.39977], [-2.20909, 1.27763, 2.08642], [-1.23506, 0.43069, 1.75934], [-1.01617, -0.37132, 2.82435], [0.07050, -1.45019, 2.70409], [-0.37284, -2.37907, 1.52257], [-0.84224, -1.83497, 0.36383], [-1.14475, -2.81977, -0.46721], [-0.90585, -4.04500, 0.17137], [-0.41793, -3.72329, 1.42507], [0.00790, -4.62938, 2.53023], [-1.54965, -2.51290, -1.84493], [-2.14983, -1.29057, -2.14450], [-2.43485, -0.95127, -3.45677], [-2.13447, -1.83443, -4.48532], [-1.55397, -3.06029, -4.19180], [-1.26136, -3.39758, -2.87912], [1.41171, -0.68380, 2.44303], [1.44982, 0.34461, 1.54792], [2.68447, 0.82064, 1.51293], [3.47137, 0.11756, 2.43631], [2.63247, -0.82801, 2.99770], [2.93414, -1.85621, 4.03482], [3.04162, 1.85744, 0.53657], [2.06495, 2.71664, 0.03535], [2.37571, 3.62796, -0.96034], [3.66940, 3.69970, -1.45959], [4.64994, 2.85848, -0.95281], [4.33786, 1.94083, 0.03847], [-2.71769, 2.30472, 1.16648], [-2.20569, 2.40994, -0.12106], [-2.67047, 3.37406, -1.00050], [-3.66515, 4.25262, -0.59721], [-4.18602, 4.15614, 0.68677], [-3.71759, 3.19102, 1.56322], [-2.59153, -0.31505, 5.79677], [-0.86895, -0.67398, 5.63343], [-2.06578, -1.81325, 5.02104], [-3.39137, 1.50598, 3.96485], [0.16591, -2.09408, 3.70456], [-1.08262, -5.03514, -0.21254], [-0.19547, -5.66211, 2.25521], [-0.52142, -4.40595, 3.45625], [1.07685, -4.53395, 2.72594], [-2.39633, -0.60359, -1.34364], [-2.89321, 0.00514, -3.67572], [-2.35221, -1.56806, -5.51151], [-1.31278, -3.75081, -4.98954], [-0.77045, -4.33742, -2.65962], [4.50620, 0.28280, 2.68304], [3.95263, -1.72523, 4.39408], [2.84484, -2.86375, 3.62611], [2.25419, -1.77945, 4.88299], [1.05674, 2.67137, 0.42991], [1.60519, 4.28358, -1.34624], [3.91197, 4.40811, -2.24105], [5.65893, 2.90594, -1.34141], [5.09707, 1.25978, 0.40202], [-1.43397, 1.72615, -0.43851], [-2.25223, 3.43335, -1.99739], [-4.03363, 5.00883, -1.27784], [-4.96273, 4.83787, 1.00827], [-4.13381, 3.13120, 2.56020], [1.07445, 1.33416, -6.57101], [1.15714, 0.84904, -5.32962], [0.40262, 1.39270, -4.30942], [-0.42385, 2.41605, -4.55709], [0.49987, 0.87816, -3.03042], [-0.26100, 1.46015, -2.08334], [1.32972, -0.18109, -2.69845], [1.50977, -0.89243, -1.11661], [2.07992, -0.70348, -3.75451], [2.90935, -1.72777, -3.52956], [2.00293, -0.20849, -5.04141], [2.74128, -0.74776, -6.01444]], "lowdin_charge": [0.32, -0.01, -0.25, 0.04, -0.19, 0.06, 0.04, -0.47, 0.06, 0.00, -0.24, 0.05, -0.26, -0.01, -0.17, -0.04, -0.08, -0.08, -0.08, -0.02, 0.06, 0.01, -0.25, 0.04, -0.26, -0.01, -0.18, -0.04, -0.08, -0.09, -0.08, -0.03, -0.15, -0.04, -0.06, -0.08, -0.08, -0.03, 0.08, 0.08, 0.08, 0.11, 0.12, 0.11, 0.08, 0.08, 0.08, 0.10, 0.11, 0.10, 0.10, 0.11, 0.11, 0.08, 0.08, 0.08, 0.10, 0.11, 0.10, 0.10, 0.11, 0.06, 0.10, 0.10, 0.10, 0.10, 0.12, -0.14, -0.15, 0.11, -0.23, 0.04, -0.47, 0.85, -0.24, 0.08, -0.14, 0.12]}